Record 1
# C3H8N2OS

One molecule with the formula C3H8N2OS (wB97M-V/def2-TZVPD, the Open Molecules 2025 dataset).

Results
DFT total energy = -701.95232 Eh
Energy relative to the best compared isomer or geometry (same formula, charge and spin) = 328.7 kJ/mol
SMILES = CCN(S)/C=N\O
LUMO = 0.0306 Eh

Last column: natural (NBO) charge in e.
Atoms and positions in Å:
S (-0.415, 1.737, -0.129)  0.223
O (-3.025, 0.539, -0.096)  -0.574
N (-0.234, 0.123, 0.173)  -0.619
N (-2.514, -0.726, -0.259)  -0.195
C (2.233, 0.017, -0.486)  -0.632
C (1.090, -0.379, 0.479)  -0.201
C (-1.261, -0.812, -0.123)  0.205
H (1.299, -0.112, 1.526)  0.192
H (3.163, -0.520, -0.280)  0.220
H (-3.962, 0.364, -0.053)  0.475
H (1.898, -0.151, -1.527)  0.212
H (-0.899, 2.125, 1.077)  0.093
H (-0.891, -1.836, -0.265)  0.184
H (2.499, 1.089, -0.451)  0.221
H (1.019, -1.458, 0.412)  0.197



Record 2
# C3H8N2OS

One molecule with the formula C3H8N2OS (wB97M-V/def2-TZVPD, the Open Molecules 2025 dataset).

Results
DFT total energy = -701.92939 Eh
Energy relative to the best compared isomer or geometry (same formula, charge and spin) = 388.9 kJ/mol
SMILES = [H]/N=C(/NOC)SC
LUMO = 0.0270 Eh

Last column: natural (NBO) charge in e.
Atoms and positions in Å:
S (1.764, 0.574, -0.530)  0.258
O (-0.872, -0.629, -0.793)  -0.408
N (-0.096, -1.282, 0.110)  -0.349
N (2.073, -1.913, 0.058)  -0.671
C (1.241, -1.003, -0.100)  0.238
C (-2.042, -0.053, -0.138)  -0.264
C (0.723, 1.761, 0.228)  -0.794
H (1.311, 2.741, 0.421)  0.247
H (-0.210, -2.364, -0.044)  0.378
H (-2.379, -0.815, 0.781)  0.190
H (0.253, 1.403, 1.175)  0.238
H (-1.784, 0.931, 0.362)  0.176
H (-2.822, 0.095, -0.916)  0.203
H (-0.080, 2.093, -0.449)  0.219
H (2.920, -1.539, -0.164)  0.339



Record 3
# C3H8N2OS

One molecule with the formula C3H8N2OS (wB97M-V/def2-TZVPD, the Open Molecules 2025 dataset).

Results
DFT total energy = -702.01368 Eh
Energy relative to the best compared isomer or geometry (same formula, charge and spin) = 167.6 kJ/mol
SMILES = [H]/N=C(\CCO)NS
LUMO = 0.0210 Eh

Last column: natural (NBO) charge in e.
Atoms and positions in Å:
S (-3.014, -0.831, -0.075)  0.207
O (1.215, -1.625, -0.063)  -0.748
N (-1.385, -0.550, -0.356)  -0.786
N (-1.371, 1.721, 0.182)  -0.730
C (0.755, 0.634, -0.566)  -0.496
C (1.532, -0.278, 0.360)  -0.068
C (-0.734, 0.681, -0.213)  0.446
H (1.169, 1.643, -0.662)  0.231
H (1.951, -2.220, 0.218)  0.485
H (-3.088, -0.496, 1.199)  0.092
H (2.591, -0.077, 0.264)  0.178
H (1.188, -0.010, 1.393)  0.174
H (-0.878, 2.618, 0.352)  0.357
H (0.886, 0.162, -1.574)  0.231
H (-0.817, -1.373, -0.460)  0.426



Record 4
# C3H8N2OS

An isolated ion of composition C3H8N2OS and charge +1 (wB97M-V/def2-TZVPD, the Open Molecules 2025 dataset).

Results
DFT total energy = -701.67366 Eh
Net charge = +1
Energy relative to the best compared isomer or geometry (same formula, charge and spin) = 159.5 kJ/mol
Spin multiplicity = 2
LUMO (spin up / spin down) = -0.1622 / -0.3394 Eh

Last column: natural (NBO) charge in e.
Atoms and positions in Å:
S (1.573, -1.821, -0.802)  0.661
O (-2.318, 0.249, 0.645)  -0.587
N (-1.194, 2.234, 0.166)  -0.814
N (1.122, 1.049, 0.502)  -0.830
C (-1.276, 0.961, 0.595)  0.658
C (0.067, 0.113, 0.601)  -0.188
C (0.027, -0.885, -0.489)  -0.582
H (1.061, -2.275, -1.957)  0.167
H (-0.706, -1.747, -0.484)  0.330
H (-0.251, 2.604, 0.095)  0.410
H (2.079, 0.726, 0.792)  0.394
H (-0.447, -0.391, -1.341)  0.310
H (0.146, -0.337, 1.570)  0.248
H (-2.025, 3.004, 0.506)  0.462
H (1.116, 1.454, -0.431)  0.360



Record 5
# C3H8N2OS2

One molecule with the formula C3H8N2OS2 (wB97M-V/def2-TZVPD, the Open Molecules 2025 dataset).

Results
DFT total energy = -1100.01199 Eh
Energy relative to the best compared isomer or geometry (same formula, charge and spin) = 638.9 kJ/mol
LUMO = -0.0203 Eh

Last column: natural (NBO) charge in e.
Atoms and positions in Å:
S (1.445, 1.658, 0.310)  -0.294
S (-2.004, -0.718, 0.582)  0.301
O (0.102, -1.871, -0.870)  -0.586
N (0.919, -0.898, -0.370)  -0.086
N (-0.897, 0.434, -0.299)  -0.556
C (0.493, 0.340, -0.188)  0.222
C (2.372, -1.381, 0.304)  -0.430
C (-1.470, 1.687, -0.649)  -0.408
H (-2.674, 1.518, -0.805)  0.191
H (-1.804, -0.537, 1.881)  0.149
H (1.991, -2.476, 0.347)  0.232
H (3.447, -1.104, -0.313)  0.248
H (2.391, -0.878, 1.281)  0.222
H (-1.184, -1.770, -0.301)  0.353
H (-0.959, 2.087, -1.594)  0.238
H (-1.610, 2.456, 0.066)  0.203



Record 6
# C3H8N2OS2

A 2-piece molecular cluster, C3H8N2OS2 overall (wB97M-V/def2-TZVPD, the Open Molecules 2025 dataset).

Results
DFT total energy = -1100.10993 Eh
Energy relative to the best compared isomer or geometry (same formula, charge and spin) = 381.8 kJ/mol
LUMO = 0.0248 Eh

Last column: natural (NBO) charge in e.
Atoms and positions in Å:
S (-0.466, -0.991, -0.152)  1.259
S (4.863, -1.249, 1.198)  0.080
O (-0.272, -0.746, 1.260)  -1.011
N (3.332, -0.238, 0.593)  -0.459
N (2.245, -1.553, 2.245)  -0.804
C (-1.914, 0.142, -0.791)  -0.827
C (0.865, -0.101, -1.048)  -0.799
C (3.160, -1.024, 1.534)  0.291
H (0.798, -0.303, -2.061)  0.226
H (1.288, -1.262, 1.993)  0.449
H (2.506, -1.965, 3.124)  0.415
H (-1.817, 0.105, -1.926)  0.225
H (-2.879, -0.235, -0.337)  0.234
H (-1.969, 1.255, -0.632)  0.235
H (1.683, -0.577, -0.632)  0.245
H (0.849, 1.024, -0.640)  0.241



Record 7
# C3H8N2P

An isolated ion of composition C3H8N2P and charge +1 (wB97M-V/def2-TZVPD, the Open Molecules 2025 dataset).

Results
DFT total energy = -569.56248 Eh
Net charge = +1
Energy relative to the best compared isomer or geometry (same formula, charge and spin) = 284.5 kJ/mol
LUMO (spin up / spin down) = -0.2005 / -0.1985 Eh

Last column: natural (NBO) charge in e.
Atoms and positions in Å:
P (1.427, -1.062, 0.425)  0.842
N (-1.232, 0.994, 0.223)  -0.436
N (-0.097, -0.606, 1.393)  -0.809
C (-0.716, 0.540, 1.394)  0.199
C (2.154, -0.212, -0.797)  -0.771
C (-1.504, 0.193, -0.750)  -0.029
H (0.023, -1.197, 2.265)  0.455
H (2.614, 0.713, -0.584)  0.228
H (2.352, -0.570, -1.766)  0.251
H (0.838, -2.116, -0.352)  -0.019
H (-1.339, -0.874, -0.628)  0.222
H (-1.576, 1.922, 0.039)  0.452
H (-0.530, 1.130, 2.184)  0.206
H (-1.866, 0.578, -1.604)  0.207



Record 8
# C3H8N2S

One molecule with the formula C3H8N2S (wB97M-V/def2-TZVPD, the Open Molecules 2025 dataset).

Results
DFT total energy = -626.80028 Eh
Energy relative to the best compared isomer or geometry (same formula, charge and spin) = 60.4 kJ/mol
SMILES = CN(C)C(N)=S
LUMO = 0.0235 Eh

Last column: natural (NBO) charge in e.
Atoms and positions in Å:
S (2.566, -0.499, -0.106)  -0.340
N (1.148, 1.659, 0.101)  -0.810
N (-0.091, -0.286, -0.118)  -0.426
C (-1.320, 0.468, -0.149)  -0.418
C (1.091, 0.328, -0.101)  0.321
C (-0.175, -1.695, 0.112)  -0.409
H (-2.203, -0.239, -0.361)  0.224
H (0.760, -2.212, -0.093)  0.261
H (-1.221, 1.198, -0.952)  0.204
H (2.050, 2.008, 0.278)  0.421
H (-0.954, -2.126, -0.581)  0.189
H (-0.514, -1.881, 1.133)  0.193
H (-1.487, 0.953, 0.809)  0.198
H (0.352, 2.324, 0.029)  0.393



Record 9
# C3H8N2S

A 2-piece molecular cluster, C3H8N2S overall (wB97M-V/def2-TZVPD, the Open Molecules 2025 dataset).

Results
DFT total energy = -626.68921 Eh
Energy relative to the best compared isomer or geometry (same formula, charge and spin) = 352.0 kJ/mol
SMILES = C=CN.C=NS
LUMO = 0.0254 Eh

Last column: natural (NBO) charge in e.
Atoms and positions in Å:
S (2.831, 0.558, -0.163)  0.199
N (-0.238, 1.698, 0.488)  -0.840
N (1.875, -0.478, 0.765)  -0.576
C (1.049, -1.395, 0.322)  -0.102
C (-1.320, 1.123, -0.214)  0.021
C (-1.572, -0.178, -0.299)  -0.539
H (0.844, -1.870, -0.675)  0.193
H (-0.427, 2.694, 0.889)  0.380
H (0.165, 1.109, 1.321)  0.392
H (-0.872, -0.766, 0.322)  0.186
H (3.140, 0.064, -1.457)  0.092
H (-2.020, 1.854, -0.800)  0.191
H (0.588, -1.912, 1.185)  0.186
H (-2.274, -0.559, -1.038)  0.219



Record 10
# C3H8N2S

One molecule with the formula C3H8N2S (wB97M-V/def2-TZVPD, the Open Molecules 2025 dataset).

Results
DFT total energy = -626.74434 Eh
Energy relative to the best compared isomer or geometry (same formula, charge and spin) = 207.3 kJ/mol
SMILES = N/N=C\CCS
LUMO = 0.0353 Eh

Last column: natural (NBO) charge in e.
Atoms and positions in Å:
S (1.892, -1.655, -0.464)  -0.024
N (-1.011, 1.513, -0.781)  -0.704
N (0.134, 1.754, 0.008)  -0.244
C (-0.248, -0.563, 0.915)  -0.486
C (0.327, 0.835, 0.863)  0.059
C (0.150, -1.390, -0.394)  -0.552
H (-0.348, -2.380, -0.386)  0.229
H (-1.093, 2.253, -1.492)  0.364
H (-1.355, -0.496, 0.980)  0.216
H (1.258, 0.969, 1.435)  0.187
H (0.161, -1.103, 1.852)  0.226
H (-0.195, -0.797, -1.270)  0.250
H (-1.875, 1.543, -0.229)  0.353
H (2.202, -0.482, -1.037)  0.127



Record 11
# C3H8N2S

One molecule with the formula C3H8N2S (wB97M-V/def2-TZVPD, the Open Molecules 2025 dataset).

Results
DFT total energy = -626.68719 Eh
Energy relative to the best compared isomer or geometry (same formula, charge and spin) = 357.3 kJ/mol
SMILES = CNC/C=N\S
LUMO = 0.0287 Eh

Last column: natural (NBO) charge in e.
Atoms and positions in Å:
S (3.023, -0.574, -0.003)  0.127
N (-1.205, 0.503, -0.289)  -0.661
N (2.355, 1.034, 0.001)  -0.505
C (-2.264, -0.504, 0.127)  -0.414
C (1.115, 1.065, 0.339)  0.076
C (0.232, -0.113, -0.049)  -0.316
H (-3.319, -0.234, 0.064)  0.211
H (-1.347, 0.970, -1.242)  0.372
H (0.683, -0.711, -0.855)  0.221
H (-0.076, -0.813, 0.853)  0.216
H (0.650, 1.963, 0.421)  0.194
H (4.299, -0.363, -0.415)  0.129
H (-1.834, -0.672, 1.289)  0.175
H (-2.311, -1.549, -0.240)  0.176



Record 12
# C3H8N3

An isolated ion of composition C3H8N3 and charge +1 (wB97M-V/def2-TZVPD, the Open Molecules 2025 dataset).

Results
DFT total energy = -283.07709 Eh
Net charge = +1
Energy relative to the best compared isomer or geometry (same formula, charge and spin) = 227.6 kJ/mol
SMILES = [H]/N=C/NCC=[NH2+]
LUMO = -0.1896 Eh

Last column: natural (NBO) charge in e.
Atoms and positions in Å:
N (2.048, 0.786, -0.105)  -0.585
N (-1.349, 1.300, 0.359)  -0.765
N (-1.106, -0.928, -0.237)  -0.596
C (1.218, -0.221, -0.280)  0.375
C (0.193, -0.936, 0.512)  -0.318
C (-1.799, 0.252, -0.190)  0.293
H (-2.703, 0.027, -0.706)  0.181
H (1.528, -0.675, -1.180)  0.200
H (1.980, 1.219, 0.768)  0.427
H (0.175, -0.468, 1.460)  0.239
H (2.552, 1.170, -0.881)  0.448
H (-1.844, 2.242, 0.300)  0.405
H (0.570, -1.895, 0.622)  0.258
H (-1.464, -1.872, -0.441)  0.438



Record 13
# C3H8N3

A 2-piece molecular cluster, C3H8N3 overall (wB97M-V/def2-TZVPD, the Open Molecules 2025 dataset).

Results
DFT total energy = -282.97288 Eh
Net charge = +1
Energy relative to the best compared isomer or geometry (same formula, charge and spin) = 501.2 kJ/mol
LUMO = -0.1350 Eh

Last column: natural (NBO) charge in e.
Atoms and positions in Å:
N (-0.439, 0.118, 0.810)  -0.574
N (1.247, -1.907, 0.224)  -0.821
N (0.403, 0.165, -0.301)  -0.367
C (-1.914, 1.802, -0.940)  -0.376
C (-0.992, 1.845, -1.687)  -0.070
C (1.209, -0.793, -0.527)  0.304
H (1.684, -0.741, -1.521)  0.247
H (-0.086, 1.733, -2.207)  0.245
H (-1.301, 0.696, 0.485)  0.469
H (-2.789, 1.788, -0.492)  0.234
H (-0.582, -0.894, 1.085)  0.421
H (-0.149, 0.813, 1.531)  0.447
H (1.998, -2.559, -0.013)  0.429
H (0.831, -2.184, 1.110)  0.413



Record 14
# C3H8N3

A 2-piece molecular cluster, C3H8N3 overall (wB97M-V/def2-TZVPD, the Open Molecules 2025 dataset).

Results
DFT total energy = -282.97958 Eh
Net charge = +1
Energy relative to the best compared isomer or geometry (same formula, charge and spin) = 483.6 kJ/mol
LUMO (spin up / spin down) = -0.1761 / -0.2169 Eh

Last column: natural (NBO) charge in e.
Atoms and positions in Å:
N (-0.612, -1.799, 1.496)  -0.777
N (-0.747, 0.895, 0.339)  -0.197
N (-0.249, -2.343, -0.715)  -0.777
C (0.184, 1.320, -0.318)  0.021
C (0.630, 2.715, -0.483)  -0.676
C (-0.433, -1.572, 0.253)  0.671
H (1.648, 2.959, -0.013)  0.270
H (-0.196, -3.387, -0.499)  0.415
H (0.586, 3.103, -1.478)  0.261
H (-0.239, 3.256, 0.084)  0.239
H (-0.713, -0.969, 2.118)  0.471
H (0.845, 0.744, -0.891)  0.209
H (-0.441, -2.765, 1.799)  0.418
H (-0.263, -2.156, -1.691)  0.452



Record 15
# C3H8N3

A 2-piece molecular cluster, C3H8N3 overall (wB97M-V/def2-TZVPD, the Open Molecules 2025 dataset).

Results
DFT total energy = -283.09098 Eh
Net charge = +1
Energy relative to the best compared isomer or geometry (same formula, charge and spin) = 191.1 kJ/mol
LUMO = -0.0983 Eh

Last column: natural (NBO) charge in e.
Atoms and positions in Å:
N (-2.116, -0.007, -0.146)  -0.380
N (3.204, 0.543, 0.198)  -0.707
N (1.561, -0.959, -0.404)  -0.722
C (2.011, 0.119, 0.122)  0.380
C (-3.449, 0.245, 0.106)  -0.453
C (-0.994, -0.322, 0.000)  0.234
H (3.393, 1.469, 0.410)  0.424
H (2.070, -1.704, -0.883)  0.426
H (0.512, -0.917, -0.341)  0.405
H (1.143, 0.633, 0.510)  0.219
H (-4.046, -0.683, 0.156)  0.255
H (4.008, -0.028, 0.102)  0.423
H (-3.384, 0.829, 0.991)  0.247
H (-3.913, 0.785, -0.821)  0.249



Record 16
# C3H8N3

An isolated ion of composition C3H8N3 and charge +1 (wB97M-V/def2-TZVPD, the Open Molecules 2025 dataset).

Results
DFT total energy = -283.02815 Eh
Net charge = +1
Energy relative to the best compared isomer or geometry (same formula, charge and spin) = 356.0 kJ/mol
SMILES = CN1CN1C=[NH2+]
LUMO = -0.1291 Eh

Last column: natural (NBO) charge in e.
Atoms and positions in Å:
N (0.305, -0.563, 0.281)  -0.217
N (-0.268, -0.334, -0.974)  -0.195
N (1.550, 1.169, 0.969)  -0.742
C (-0.477, -1.621, -0.371)  -0.010
C (1.192, -0.136, 1.070)  0.364
C (-1.385, 0.640, -1.014)  -0.443
H (1.573, -0.752, 1.917)  0.254
H (-1.793, 0.791, -2.070)  0.260
H (1.285, 1.660, 0.139)  0.420
H (2.335, 1.470, 1.552)  0.436
H (-1.282, -1.924, 0.270)  0.228
H (-2.199, 0.322, -0.400)  0.206
H (0.142, -2.334, -0.806)  0.223
H (-0.978, 1.611, -0.563)  0.214